[1]
Density functional theory data (ωB97M-V/def2-TZVPD) for 2 unconnected molecules or ions with the total composition C14H18F8N4O5PS2 at a distorted geometry.

Properties
- F_max: 0.093 hartree/bohr
- Total energy: -83695.3300 eV
- 2S+1: 1
- Frontier orbital gap: 5.883 eV
- Charge: +1
- Lowest unoccupied orbital energy: -6.019 eV
- E_HOMO: -11.901 eV

The geometry in XYZ format:
```
52
C14H18F8N4O5PS2 | the OMol25 dataset | ωB97M-V/def2-TZVPD
C 2.2413 -0.1578 3.3336
O 1.8823 0.1190 1.9649
C 0.4840 0.2557 1.8248
C 0.1616 0.0884 0.3210
C 0.1799 -1.2413 -0.2727
S 0.6132 -2.7578 0.6368
O -0.5752 -3.5922 0.6130
O 0.9947 -2.5719 2.0182
C 2.0679 -3.6528 -0.1534
F 1.6242 -4.7249 -0.8667
F 2.7148 -2.8667 -1.0583
C 3.0836 -4.2332 0.9069
F 3.8940 -5.0814 0.1964
F 2.4803 -5.0263 1.8225
C 4.0444 -3.1660 1.5736
F 3.9945 -3.3491 2.9236
F 3.7027 -1.8859 1.3419
F 5.3293 -3.3866 1.2396
C -0.1950 -1.3050 -1.7137
P -0.2943 -2.9541 -2.6570
S 1.2246 -3.2372 -3.8265
N -0.4891 -0.2413 -2.4470
N -0.4412 0.9155 -1.8557
C -0.7375 2.0866 -2.7516
C -1.0447 1.5575 -4.2257
O -0.0871 1.3427 -4.8979
C -0.1701 1.2094 -0.5711
C -0.1881 2.6653 -0.0083
C 1.0005 3.5510 -0.5659
F -1.4400 3.2765 -0.1901
H 3.3554 -0.1733 3.3674
H 1.8256 0.6623 3.9706
H 1.8982 -1.1624 3.6783
H -0.0798 -0.5541 2.3632
H 0.1421 1.2135 2.2797
H -1.4409 -2.7714 -3.4964
H -0.6096 -4.0249 -1.7853
H 0.1423 2.7510 -2.8680
H -1.6614 2.6191 -2.4296
H -2.0824 1.4420 -4.6243
H -0.0349 2.6611 1.0946
H 0.6784 4.2174 -1.3928
H 1.7901 2.8365 -0.9068
H 1.4460 4.1241 0.2803
C -4.8817 2.7830 1.2941
O -4.1744 2.1187 2.0357
N -6.2009 3.0019 1.5385
N -4.4001 3.3603 0.1556
H -6.7969 3.5443 0.9417
H -6.5874 2.5904 2.3699
H -3.4283 3.2143 -0.0484
H -4.9552 3.9102 -0.4732
```

[2]
Density functional theory data (ωB97M-V/def2-TZVPD) for a single C14H18FN3O4 molecule at a distorted geometry.

Properties
- F_max: 0.031 hartree/bohr
- Structure (SMILES): CCOC(=O)N1CCN(c2cc(C)c([N+](=O)[O-])cc2F)CC1
- Total energy: -30185.7137 eV
- 2S+1: 1
- Frontier orbital gap: 7.993 eV
- Charge: 0
- Lowest unoccupied orbital energy: -0.302 eV
- E_HOMO: -8.295 eV

The geometry in XYZ format:
```
40
C14H18FN3O4 | the OMol25 dataset | ωB97M-V/def2-TZVPD
C 6.1953 0.9410 -0.9415
C 5.4885 0.6734 0.3790
H 5.7816 1.4010 1.1389
H 5.7104 -0.3407 0.7267
O 4.0739 0.8234 0.2593
C 3.4131 -0.2354 -0.2555
O 3.9290 -1.2917 -0.5362
N 2.0949 0.0282 -0.4413
C 1.4166 1.2083 0.0439
H 0.8319 1.6430 -0.7738
H 2.1498 1.9355 0.3854
C 0.4798 0.8039 1.1906
N -0.4416 -0.2277 0.7655
C -1.7474 -0.0005 0.4437
C -2.6690 -1.0623 0.4121
C -4.0160 -0.9251 0.1361
C -4.5023 0.3676 -0.1284
C -3.6224 1.4505 -0.1034
C -2.2939 1.2709 0.1693
F -1.5032 2.3730 0.1149
H -3.9941 2.4395 -0.3244
N -5.8656 0.6537 -0.4318
O -6.6479 -0.2683 -0.5710
O -6.1821 1.8253 -0.5408
C -4.8854 -2.1374 0.1547
H -5.7175 -2.0049 0.8434
H -5.3217 -2.3073 -0.8280
H -4.3128 -3.0134 0.4483
H -2.3124 -2.0511 0.6527
C 0.2674 -1.4103 0.3249
H 0.8592 -1.8026 1.1586
C 1.2057 -1.0388 -0.8362
H 0.6094 -0.7050 -1.6929
H 1.8144 -1.8963 -1.1258
H -0.4230 -2.1790 -0.0134
H 1.0845 0.3823 2.0027
H -0.0527 1.6676 1.5798
H 5.9384 1.9300 -1.3135
H 5.8971 0.1969 -1.6757
H 7.2702 0.8827 -0.7970
```

[3]
Density functional theory data (ωB97M-V/def2-TZVPD) for a molecular structure, C14H18KN4O16S4Zn2 at a distorted geometry.

Properties
- F_max: 0.120 hartree/bohr
- Total energy: -210035.7826 eV
- 2S+1: 1
- Frontier orbital gap: 4.475 eV
- Charge: -3
- Lowest unoccupied orbital energy: 4.440 eV
- E_HOMO: -0.035 eV

The geometry in XYZ format:
```
59
C14H18KN4O16S4Zn2 | the OMol25 dataset | ωB97M-V/def2-TZVPD
Zn 10.5641 -12.5110 8.1095
Zn 12.1588 -10.1256 11.3438
K 10.2068 -6.7614 9.9633
S 9.9776 -9.9008 9.8864
O 9.8570 -10.8747 8.8353
O 8.8592 -9.0044 10.0634
O 10.2837 -10.5877 11.1356
O 11.2427 -9.1782 9.8060
S 10.9764 -13.2440 5.6738
O 11.1781 -13.9268 6.9523
O 10.3815 -11.9912 6.1947
O 12.2307 -13.0326 5.0294
O 10.0599 -13.8987 4.7186
S 12.8272 -12.4589 9.2808
O 13.0410 -11.4348 10.3308
O 11.6228 -13.2202 9.5738
O 12.3934 -11.8002 8.0426
O 13.9946 -13.3386 9.1736
S 12.7975 -7.9347 12.2276
O 13.2590 -7.2720 13.4276
O 13.7582 -8.9094 11.6776
O 11.6113 -8.6854 12.4505
O 12.5467 -6.8471 11.3055
C 6.1468 -12.9609 9.6076
C 7.4673 -13.1325 8.9945
N 8.5538 -13.2688 8.5952
H 6.3239 -12.5473 10.6004
H 5.6894 -13.9488 9.6621
H 5.5126 -12.3720 8.9450
N 5.6416 -7.6668 9.1936
C 4.4879 -7.1610 8.6510
C 3.7342 -8.2624 8.2906
C 4.4541 -9.3725 8.6820
C 5.6892 -9.0492 9.2245
H 6.4294 -7.0628 9.3801
H 4.4559 -6.1072 8.4162
H 2.7267 -8.2441 7.9019
H 4.1267 -10.4016 8.6944
H 6.5855 -9.5821 9.5057
N 7.0186 -11.3738 13.7392
C 6.2083 -10.8046 14.7298
C 5.6850 -9.7041 14.0478
C 6.1202 -9.6488 12.7261
C 7.0736 -10.6520 12.5655
H 7.4940 -12.2546 13.8744
H 5.9929 -11.1988 15.7120
H 4.8566 -9.0922 14.3730
H 5.7875 -8.9400 11.9823
H 7.6352 -10.9451 11.6908
N 11.2841 -9.8543 4.9870
C 11.1582 -9.2562 3.7615
C 11.5722 -7.9378 3.8786
C 11.9354 -7.7433 5.2541
C 11.7002 -8.9564 5.8829
H 10.9127 -10.7662 5.2122
H 10.8038 -9.7354 2.8608
H 11.6480 -7.1892 3.1038
H 12.2568 -6.8516 5.7716
H 11.7212 -9.2111 6.9322
```